(1)
Molecular formula: C46H38BrN4O3SSbTa
Method: DFT, the ωB97M-V functional and the def2-TZVPD basis

* HOMO-LUMO gap: 6.839 eV
* charge: +1
* E_tot: -149385.04592 eV
* highest occupied orbital energy: -9.951 eV
* relative energy (zero: lowest compared OMol25 entry of this formula, charge and spin): 0.227 eV

Each line ends with the Mulliken charge.
Atoms and positions in Å:
Ta 0.02918 -0.97739 -0.61203  0.37
C -3.57098 2.35122 -2.13996  -1.06
O -2.38884 2.65639 -1.38488  -0.01
C -1.25681 2.74262 -2.14216  -0.01
C -0.97346 3.87749 -2.87413  -0.04
C 0.22157 3.97000 -3.58208  -1.02
C 1.11483 2.91794 -3.55234  -1.14
C 0.83936 1.76338 -2.81616  1.15
C 1.76675 0.64406 -2.89789  -0.79
N 1.62485 -0.44521 -2.25086  0.83
N 2.53419 -1.44455 -2.56701  -1.28
C 2.03252 -2.56940 -2.17092  0.33
O 0.84900 -2.65274 -1.59339  -0.72
C 2.82041 -3.80680 -2.34548  0.59
C 2.24339 -5.02886 -2.01200  -0.20
C 2.96645 -6.20289 -2.16862  -0.79
C 4.26596 -6.15486 -2.65599  -0.43
C 4.84298 -4.93318 -2.98663  -0.67
C 4.12320 -3.76001 -2.83599  -0.38
C -0.35555 1.68265 -2.11378  0.34
O -0.67028 0.58295 -1.38149  0.23
H -4.40648 2.36821 -1.44478  0.29
H -3.49310 1.36057 -2.59167  0.29
H -3.73695 3.09534 -2.92045  0.37
H -1.68850 4.69342 -2.87296  0.54
H 0.44766 4.86448 -4.15022  0.45
H 2.04725 2.97322 -4.10457  0.45
H 2.59755 0.70868 -3.59867  0.45
H 1.22620 -5.04855 -1.63898  0.49
H 2.51545 -7.15470 -1.91465  0.42
H 4.82817 -7.07104 -2.78869  0.40
H 5.85684 -4.89802 -3.36582  0.40
H 4.55893 -2.80243 -3.09223  0.45
Br -5.42616 -5.13050 -4.03368  -0.19
C -4.19819 -4.25021 -2.90123  0.03
C -3.93444 -4.75861 -1.64463  -0.85
C -3.03641 -4.10400 -0.80639  -0.52
C -2.40897 -2.93247 -1.21678  0.61
C -2.68105 -2.44556 -2.49559  -0.23
C -3.56598 -3.09623 -3.33733  -0.79
N -1.50963 -2.23046 -0.39206  0.76
C -1.37479 -2.43472 1.06909  -0.30
C -0.14685 -3.28631 1.32132  0.45
C -0.13757 -4.57495 1.81145  -1.04
C 1.08831 -5.21736 1.93091  -0.47
C 2.24639 -4.55185 1.55475  -0.97
C 2.14405 -3.26735 1.05408  -0.16
N 0.97115 -2.64072 0.94632  0.16
H -4.41905 -5.66979 -1.31644  0.43
H -2.81579 -4.53072 0.16459  0.32
H -2.19513 -1.53461 -2.83022  0.36
H -3.76923 -2.70704 -4.32633  0.44
H -2.26882 -2.84969 1.53902  1.05
H -1.06299 -5.05896 2.10092  0.50
H 1.13951 -6.23174 2.31087  0.45
H 3.21674 -5.02433 1.62648  0.49
H 3.02149 -2.71637 0.73321  0.48
S 1.68218 0.53498 0.62988  -0.58
Sb 0.25754 2.09634 1.64000  1.85
C 0.29976 3.89028 0.56513  0.66
C -0.74423 4.80191 0.68608  -0.29
C -0.63028 6.04249 0.06948  -0.73
C 0.51394 6.35947 -0.65342  -0.61
C 1.55026 5.44016 -0.77344  -0.74
C 1.44738 4.19473 -0.16485  -0.52
C -1.65125 2.01461 2.50640  0.81
C -1.71700 2.17595 3.88543  -0.96
C -2.96848 2.29114 4.48249  -0.72
C -4.11973 2.25646 3.70698  -0.74
C -4.03383 2.10091 2.32664  -0.66
C -2.79539 1.97866 1.71441  -0.07
C 1.51085 2.51668 3.28445  0.39
C 1.71598 1.51499 4.23586  -0.42
C 2.59269 1.73229 5.28869  -0.76
C 3.27421 2.94156 5.38663  -0.58
C 3.07974 3.93220 4.43545  -0.69
C 2.19500 3.72507 3.38121  -0.49
H -1.63939 4.55139 1.24508  0.44
H -1.43499 6.76319 0.15786  0.42
H 0.59658 7.32977 -1.13005  0.40
H 2.43990 5.69226 -1.33979  0.46
H 2.24438 3.46730 -0.26807  0.42
H -0.82492 2.21696 4.49425  0.41
H -3.03630 2.41113 5.55780  0.42
H -5.09034 2.35451 4.17909  0.40
H -4.93459 2.07574 1.72344  0.46
H -2.72051 1.85567 0.63915  0.42
H 1.20730 0.55978 4.15353  0.37
H 2.75123 0.95673 6.02799  0.44
H 3.95986 3.10944 6.20849  0.39
H 3.61679 4.87025 4.51015  0.41
H 2.04147 4.50884 2.64781  0.40
C -0.99756 -0.99448 1.42366  -1.69
H -0.41761 -0.91436 2.34124  0.35
H -1.90898 -0.41245 1.49997  0.65

(2)
Molecular formula: C6H6
Method: DFT, the ωB97M-V functional and the def2-TZVPD basis

* HOMO-LUMO gap (alpha / beta): 8.116 / 7.376 eV
* charge: 0
* E_tot: -6309.40668 eV
* highest occupied orbital energy (alpha / beta): -8.537 / -8.307 eV
* relative energy (zero: lowest compared OMol25 entry of this formula, charge and spin): 9.794 eV

Each line ends with the Mulliken charge.
Atoms and positions in Å:
C -0.87855 0.00177 1.84140  -0.50
C 0.51322 0.33626 1.80416  -0.48
C -0.59739 -0.27412 0.49027  -0.05
C 0.27573 0.83297 0.51129  0.99
C -0.32139 -2.45044 -0.71123  -0.73
C 0.45590 2.06254 -0.26385  -1.06
H -0.37085 -3.06843 0.16069  0.31
H 0.63453 -2.21999 -1.13033  0.30
H -1.19341 -2.35299 -1.32388  0.30
H -0.38648 2.73710 -0.09502  0.29
H 0.49777 1.82812 -1.32856  0.30
H 1.37092 2.56723 0.04505  0.33

(3)
Molecular formula: C11H14N2P
Method: DFT, the ωB97M-V functional and the def2-TZVPD basis

* HOMO-LUMO gap: 6.546 eV
* charge: +1
* E_tot: -23892.05443 eV
* highest occupied orbital energy: -11.473 eV
* relative energy (zero: lowest compared OMol25 entry of this formula, charge and spin): 2.417 eV

Each line ends with the Mulliken charge.
Atoms and positions in Å:
C 0.57509 -0.38079 -2.78515  -0.72
C 0.54486 0.57433 -1.80922  -0.79
C -0.19901 -2.15121 -1.35348  -0.73
C -0.31900 -1.16675 -0.36229  1.03
C 0.27905 -1.76433 -2.60773  0.68
C 0.09549 0.19047 -0.51250  -0.15
C -0.76599 -1.46494 1.02991  -0.41
C -0.75467 -0.51075 1.89914  0.01
C 0.38739 0.48066 4.04415  -0.65
C -1.23736 2.00389 0.51451  -0.92
C 1.10145 1.74146 1.12918  -0.80
N 0.21843 -2.62612 -3.65473  -0.50
N -0.09507 1.05470 0.62271  0.38
P -1.14277 0.39692 3.27188  -0.11
H 1.05363 -0.24357 -3.75838  0.37
H 0.75832 1.63466 -2.12416  0.33
H -0.64432 -3.07597 -1.24856  0.38
H -0.99455 -2.46577 1.36376  0.47
H 0.48198 1.05578 4.99637  0.31
H 1.36973 0.23282 3.83538  0.44
H -1.74654 2.56107 1.44308  0.33
H -0.77152 2.85854 -0.05819  0.37
H -2.15154 1.49099 0.05698  0.33
H 0.87325 1.86250 2.24147  0.29
H 1.97878 0.97222 1.16547  0.30
H 1.24996 2.69939 0.53642  0.34
H -0.02273 -2.43339 -4.60131  0.22
H -0.12233 -3.52682 -3.27469  0.20

(4)
Molecular formula: C43H40EuN7O8S3
Method: DFT, the ωB97M-V functional and the def2-TZVPD basis

* spin multiplicity: 7
* HOMO-LUMO gap (alpha / beta): 5.459 / 5.481 eV
* charge: 0
* E_tot: -123882.62147 eV
* highest occupied orbital energy (alpha / beta): -5.988 / -6.009 eV
* relative energy (zero: lowest compared OMol25 entry of this formula, charge and spin): 0.793 eV

Each line ends with the Löwdin spin population.
Atoms and positions in Å:
Eu -0.04908 -0.51415 -2.66272  6.06
N -2.85113 0.26808 -2.54876  0.00
N -3.46666 -0.29239 -3.70699  0.00
C -2.61106 -0.52038 -4.81841  0.00
N -3.02413 -0.52649 -6.03231  0.00
N -1.35400 -0.80574 -4.42117  -0.01
N -0.32186 -0.50741 -5.28857  0.00
O -0.51825 -0.96504 -6.56414  0.00
O -0.30867 0.97882 -5.46027  0.00
H -3.41161 0.01986 -1.73467  0.00
H -2.78551 1.29275 -2.61452  0.00
H -4.33327 0.16715 -3.98484  0.00
H -3.99553 -0.27163 -6.16943  0.00
H -1.47612 -0.79951 -6.78666  0.00
C -2.39964 -5.98430 3.49733  0.00
C -2.17817 -4.69966 2.76107  0.00
C -1.18979 -3.81788 3.18438  0.00
C -0.98772 -2.62005 2.53279  0.00
C -1.78541 -2.28527 1.44909  0.00
C -2.74397 -3.16440 0.98291  0.00
C -2.93559 -4.36845 1.64429  0.00
S -1.41706 -0.72505 0.59489  0.00
O 0.07174 -0.81039 0.64255  0.00
C -1.77751 0.35611 2.07443  0.00
C -2.60972 -0.22305 3.05342  0.00
C -2.70234 0.26078 4.32697  0.00
C -1.83092 1.29148 4.73869  0.00
C -1.69687 1.68827 6.08322  0.00
C -0.84407 2.70107 6.43312  0.00
C -0.08492 3.34390 5.45035  0.00
C -0.20670 2.98673 4.13400  0.00
C -1.09103 1.96465 3.73554  0.00
C -1.20066 1.59364 2.34734  0.00
C -0.86024 2.74163 1.46395  0.00
C -1.65638 3.91869 1.69767  0.00
C -2.86768 3.89775 2.42404  0.00
C -3.55295 5.05110 2.70156  0.00
C -3.06654 6.29209 2.27296  0.00
C -1.92690 6.34405 1.52044  0.00
C -1.21770 5.17166 1.19305  0.00
C -0.06918 5.23129 0.37658  0.00
C 0.60571 4.09097 0.05702  0.00
C 0.22803 2.86977 0.62625  0.00
S 0.98543 1.33654 0.06593  0.00
O 0.12627 1.15810 -1.15031  -0.01
C 2.62173 1.83096 -0.50837  0.00
C 2.90606 2.14330 -1.82484  0.00
C 4.23012 2.24243 -2.21829  0.00
C 5.26773 2.02914 -1.31826  0.00
C 6.70068 2.10992 -1.74169  0.00
C 4.96208 1.70432 0.00082  0.00
C 3.64612 1.58576 0.39803  0.00
H -2.12114 -5.87722 4.54303  0.00
H -1.78675 -6.77270 3.06279  0.00
H -3.43930 -6.29416 3.43724  0.00
H -0.57892 -4.07791 4.03570  0.00
H -0.21893 -1.93157 2.85302  0.00
H -3.32538 -2.91607 0.10622  0.00
H -3.68393 -5.06357 1.29033  0.00
H -3.21882 -1.06934 2.77493  0.00
H -3.40231 -0.16637 5.02854  0.00
H -2.27058 1.17354 6.84024  0.00
H -0.74494 3.00638 7.46384  0.00
H 0.60823 4.12303 5.72720  0.00
H 0.39682 3.47787 3.38635  0.00
H -3.26507 2.95380 2.76565  0.00
H -4.47833 5.01078 3.25855  0.00
H -3.59599 7.19902 2.52383  0.00
H -1.54471 7.28586 1.15635  0.00
H 0.25153 6.18698 -0.00659  0.00
H 1.46023 4.10712 -0.60011  0.00
H 2.10294 2.27817 -2.53916  0.00
H 4.45794 2.46826 -3.24776  0.00
H 6.81118 2.64836 -2.67743  0.00
H 7.09729 1.10385 -1.87900  0.00
H 7.29723 2.61152 -0.98147  0.00
H 5.76163 1.53505 0.70886  0.00
H 3.39390 1.29134 1.40767  0.00
O 0.40647 -3.60594 -0.28700  0.00
C 0.00501 -3.09368 -1.35690  0.00
O -0.89970 -2.23324 -1.47091  -0.01
C 0.64290 -3.59516 -2.63870  0.00
C 1.12976 -4.89399 -2.70673  0.00
C 1.57074 -5.36890 -3.93030  0.00
C 1.52614 -4.51879 -5.02278  0.00
C 1.08168 -3.21496 -4.84453  0.00
N 0.64250 -2.75694 -3.67869  0.00
H 1.13538 -5.51060 -1.81891  0.00
H 1.91695 -6.38715 -4.02777  0.00
H 1.82951 -4.85064 -6.00427  0.00
H 1.05220 -2.52060 -5.67458  0.00
N 2.42315 -2.19956 0.42965  0.00
C 3.51545 -2.24823 -0.54731  0.00
C 2.93589 -1.65524 -1.88947  0.00
O 3.42179 -1.98391 -2.95050  0.00
O 1.97224 -0.86229 -1.68336  -0.01
H 2.71759 -2.17314 1.40306  0.00
H 1.67227 -2.96472 0.25984  0.00
H 1.85929 -1.34836 0.17761  0.00
H 3.89069 -3.25659 -0.71139  0.00
H 4.33759 -1.60146 -0.23763  0.00
S 0.30558 1.79057 -4.13672  -0.02

The lowest relative energy (zero: lowest compared OMol25 entry of this formula, charge and spin) belongs to which entry? C46H38BrN4O3SSbTa

Which of these has the highest relative energy (zero: lowest compared OMol25 entry of this formula, charge and spin)? C6H6